This record from the Open Molecules 2025 dataset describes a single C4H8N2O molecule. The level of theory is ωB97M-V/def2-TZVPD.

Computed properties:
* E: -341.94855 a.u.
* highest occupied orbital energy: -9.05 eV
* SMILES: [H]/N=C(/CC=O)NC
* frontier orbital gap: 9.95 eV
* strongest force on any atom: 0.83 eV/Å
* energy above the lowest of the compared OMol25 structures with the same formula, charge and spin: 144.65 kJ/mol

The geometry in XYZ format:
```
15
C4H8N2O (ωB97M-V/def2-TZVPD)
O -0.4482 0.4213 -2.2293
N 1.6352 -0.7334 0.5424
N -0.6778 -0.1679 0.6578
C 0.8908 1.3042 -0.4282
C 0.6400 0.0106 0.3089
C -1.2197 -1.4479 1.0489
C 0.2444 1.3011 -1.7835
H 1.9614 1.4464 -0.5501
H 0.4976 2.1584 0.1319
H -2.1585 -1.2861 1.5754
H 1.4206 -1.6119 1.0025
H -1.3411 0.4299 0.1905
H -0.5259 -1.9390 1.7350
H 0.4815 2.2191 -2.3948
H -1.4001 -2.1047 0.1925
```

This record from the Open Molecules 2025 dataset describes 2 unconnected molecules or ions with the total composition C4H2F2O in a non-equilibrium geometry. The level of theory is ωB97M-V/def2-TZVPD.

Computed properties:
* E: -428.40624 a.u.
* highest occupied orbital energy: -9.48 eV
* frontier orbital gap: 8.20 eV
* strongest force on any atom: 2.47 eV/Å
* energy above the lowest of the compared OMol25 structures with the same formula, charge and spin: 387.51 kJ/mol

The geometry in XYZ format:
```
9
C4H2F2O (ωB97M-V/def2-TZVPD)
F 1.3415 1.0471 -0.2330
F -1.3994 1.2101 -0.7858
O -2.1603 -1.3183 -0.2465
C 1.5169 -1.2883 0.5867
C 0.1998 -1.0814 0.2199
C -1.0938 -1.1068 0.0281
C 1.2715 -0.3270 -0.5080
H -0.5347 1.3647 -0.4427
H 1.2101 -0.5218 -1.5839
```

This record from the Open Molecules 2025 dataset describes a single C2H2N2O molecule. The level of theory is ωB97M-V/def2-TZVPD.

Computed properties:
* E: -262.02843 a.u.
* highest occupied orbital energy: -9.87 eV
* frontier orbital gap: 9.84 eV
* strongest force on any atom: 0.95 eV/Å
* energy above the lowest of the compared OMol25 structures with the same formula, charge and spin: 355.73 kJ/mol

The geometry in XYZ format:
```
7
C2H2N2O (ωB97M-V/def2-TZVPD)
O 0.4810 2.3270 0.3599
N 0.4090 -1.8963 -0.5546
N 0.5137 -0.9084 0.1715
C 0.2731 0.0284 0.8879
C -0.0966 1.2899 0.2011
H -0.9674 1.1712 -0.4893
H -0.6128 -2.0118 -0.5765
```

This record from the Open Molecules 2025 dataset describes a molecular structure, C32H59CdN4OP2S in a non-equilibrium geometry. The level of theory is ωB97M-V/def2-TZVPD.

Computed properties:
* E: -2797.03285 a.u.
* highest occupied orbital energy (alpha / beta): -8.88 / -8.88 eV
* total charge: +1
* frontier orbital gap (alpha / beta): 5.55 / 5.55 eV
* strongest force on any atom: 12.97 eV/Å
* energy above the lowest of the compared OMol25 structures with the same formula, charge and spin: 868.41 kJ/mol

The geometry in XYZ format:
```
100
C32H59CdN4OP2S (ωB97M-V/def2-TZVPD)
Cd -0.0172 0.0001 0.3368
S -0.0172 0.0001 2.3368
P -0.0475 2.2659 -0.5233
P 0.5292 -2.3484 0.4818
O -2.3371 0.0277 2.4002
N 1.4685 -0.1952 -1.2609
N -1.0662 -0.6018 4.7538
N -1.2968 -0.1483 -1.4306
N 1.0640 0.7538 4.5458
C -2.0621 3.6643 -2.0194
C 0.6938 -3.2267 2.1752
C -0.3143 -3.5384 -0.7582
C -2.8089 2.4620 0.0707
C 1.4435 -4.5723 2.0830
C -1.6784 3.2949 -0.5745
C 2.3151 -2.1893 -0.1183
C 1.2028 1.1048 5.9383
C -0.0172 0.0001 3.9568
C -1.5496 4.5770 0.2740
C 1.3489 4.0526 1.1866
C -1.5085 -0.9366 -4.3630
C 0.1954 1.5888 -2.2930
C -1.7815 0.4744 -3.7949
C -0.8660 -1.1278 6.0851
C 2.7423 2.6269 -0.2984
C -0.7212 -3.4142 2.7629
C 1.5229 4.5621 -1.2971
C 2.3890 -1.2036 -1.2596
C 1.4795 -2.3162 3.1382
C -3.2993 0.6066 -3.5397
C -1.0350 0.5928 -2.4303
C 1.3741 0.6640 -2.3218
C 1.4346 3.4489 -0.2345
C 0.1894 -3.1354 -2.1578
C 2.2647 0.5600 -3.4054
C -0.0313 -5.0392 -0.5700
C -1.8307 -3.2464 -0.6860
C 3.3065 -1.3279 -2.3082
C 3.2489 -0.4292 -3.3875
C -1.4409 -0.0017 1.6386
C -1.3337 1.5107 -4.8437
H 2.5264 4.6088 -1.7558
H 2.7929 -3.1439 -0.3978
H -1.9958 -1.0523 -5.3487
H -2.3771 -4.2083 -0.6428
H 2.2270 -4.5428 1.3062
H 1.9490 -4.7622 3.0484
H -0.4257 -1.1125 -4.4896
H -2.6307 2.8541 -2.4987
H 0.6961 3.4500 1.8360
H 1.3342 5.5375 -0.8105
H -2.7709 2.5348 1.1680
H 1.4003 0.2200 6.5694
H -0.7783 5.2692 -0.0980
H 0.3018 1.6501 6.2837
H 1.7162 -2.8995 4.0478
H 2.4315 -1.9663 2.7079
H 0.7833 -5.4259 1.8791
H -0.5238 -5.4620 0.3197
H 0.8903 -1.4349 3.4317
H 3.5190 3.1782 0.2633
H -3.7792 -0.3794 -3.6524
H -3.7491 1.3108 -4.2634
H 3.1037 2.4993 -1.3300
H 0.9939 5.0914 1.1922
H -1.4929 2.5493 -4.5057
H -1.3435 4.3427 1.3317
H 1.7783 1.1463 3.9118
H -1.1869 3.8937 -2.6478
H -0.6393 -3.9641 3.7188
H 2.8513 -1.7836 0.7611
H -3.7769 2.8775 -0.2682
H 0.7781 4.4451 -2.1000
H 1.0505 -5.2526 -0.5107
H -1.9068 -1.7000 -3.6772
H -0.4254 -5.5794 -1.4515
H 0.2733 2.3531 -3.0789
H 1.2292 -3.4586 -2.3340
H -2.7642 1.3981 -0.1953
H -1.1918 -0.3909 6.8471
H -1.8823 -1.0126 4.3014
H -1.9165 1.3734 -5.7720
H -2.1498 -2.6967 -1.5892
H -1.1949 -2.4402 2.9729
H 0.1738 -1.4785 6.2218
H 2.0855 1.7718 6.0639
H -2.7106 4.5603 -2.0032
H -2.5186 5.1080 0.2339
H 2.3631 4.0434 1.6285
H -3.5115 0.9802 -2.5236
H -0.4466 -3.6255 -2.9177
H -1.4863 -2.0434 6.2069
H 3.9604 -0.5162 -4.2148
H -2.1032 -2.6641 0.2084
H 0.1150 -2.0488 -2.3056
H 4.0460 -2.1329 -2.2859
H 2.1776 1.2588 -4.2422
H 2.6301 1.6354 0.1646
H -1.3842 -3.9933 2.1012
H -0.2670 1.3910 -5.1037
```

This record from the Open Molecules 2025 dataset describes a single C2H8S2Si molecule in a non-equilibrium geometry. The level of theory is ωB97M-V/def2-TZVPD.

Computed properties:
* E: -1166.85984 a.u.
* highest occupied orbital energy: -9.06 eV
* SMILES: CS[SiH2]SC
* frontier orbital gap: 9.71 eV
* strongest force on any atom: 3.95 eV/Å
* energy above the lowest of the compared OMol25 structures with the same formula, charge and spin: 142.06 kJ/mol

The geometry in XYZ format:
```
13
C2H8S2Si (ωB97M-V/def2-TZVPD)
S -0.9454 0.0965 2.1741
S -2.1216 -0.8648 -1.0906
Si -0.3885 -0.0259 0.1427
C 0.4173 0.9839 2.8675
C -1.1097 -0.7626 -2.6155
H -0.4598 -1.5504 -2.4761
H -0.0488 1.4284 3.6642
H 1.2963 0.2897 3.2494
H 0.8546 1.7026 2.1992
H 0.8494 -0.8210 -0.1636
H -0.6752 0.2366 -2.6717
H -1.7765 -0.8187 -3.3906
H 0.2077 1.2332 -0.2173
```

This record from the Open Molecules 2025 dataset describes 2 unconnected molecules or ions with the total composition C2H7NO3 in a non-equilibrium geometry. The level of theory is ωB97M-V/def2-TZVPD.

Computed properties:
* E: -360.82411 a.u.
* highest occupied orbital energy: -9.82 eV
* SMILES: CNC(=O)O.O
* frontier orbital gap: 10.37 eV
* strongest force on any atom: 5.00 eV/Å
* energy above the lowest of the compared OMol25 structures with the same formula, charge and spin: 235.09 kJ/mol

The geometry in XYZ format:
```
13
C2H7NO3 (ωB97M-V/def2-TZVPD)
O 3.8124 0.0772 -0.8695
O 2.1070 1.4856 -0.3334
O -6.5688 0.3919 -1.9623
N 2.1172 -0.2944 1.1301
C 0.7117 -0.5551 1.3026
C 2.7490 0.5044 0.0684
H 0.1683 0.0847 2.0068
H -6.7229 0.2683 -0.9817
H 0.2995 -0.3941 0.1765
H 3.6757 0.3504 -1.7860
H 2.6412 -0.9441 1.6793
H -5.6750 0.5885 -2.0649
H 0.6848 -1.5633 1.6342
```

Q: What is the formula in the first record?
A: C4H8N2O

Please write out number 2 again, unchanged.
This record from the Open Molecules 2025 dataset describes 2 unconnected molecules or ions with the total composition C4H2F2O in a non-equilibrium geometry. The level of theory is ωB97M-V/def2-TZVPD.

Computed properties:
* E: -428.40624 a.u.
* highest occupied orbital energy: -9.48 eV
* frontier orbital gap: 8.20 eV
* strongest force on any atom: 2.47 eV/Å
* energy above the lowest of the compared OMol25 structures with the same formula, charge and spin: 387.51 kJ/mol

The geometry in XYZ format:
```
9
C4H2F2O (ωB97M-V/def2-TZVPD)
F 1.3415 1.0471 -0.2330
F -1.3994 1.2101 -0.7858
O -2.1603 -1.3183 -0.2465
C 1.5169 -1.2883 0.5867
C 0.1998 -1.0814 0.2199
C -1.0938 -1.1068 0.0281
C 1.2715 -0.3270 -0.5080
H -0.5347 1.3647 -0.4427
H 1.2101 -0.5218 -1.5839
```

Q: Look up the energy above the lowest of the compared OMol25 structures with the same formula, charge and spin of the second one.
A: 387.51 kJ/mol

Q: Which value of strongest force on any atom does entry 2 give?
A: 2.47 eV/Å